81
Properties=species:S:1:pos:R:3:forces:R:3:lowdin_spin:R:1 method="wB97M-V/def2-TZVPD" spin_multiplicity=4 e_lumo_ev="-6.428 / -7.961" gap_ev="5.84 / 4.30" total_charge=+2 homo_ev="-12.26 / -12.26"
H -5.112478 -3.504653 -2.016605 0.242 -0.024 0.071 0.00
C 5.873464 -1.024806 1.733234 0.406 0.284 0.093 0.00
Br -1.204827 -3.412427 3.060280 0.099 -0.730 0.787 0.01
H -1.013733 2.582589 -4.124240 0.144 0.013 0.140 0.00
H 2.151354 -2.653635 3.028691 0.347 -0.208 0.058 0.00
H 4.552642 -0.110139 -1.070292 -0.136 -0.206 -0.055 0.00
C -3.114061 -0.686981 -4.386292 -0.065 0.012 -0.086 0.04
H -5.039108 -3.952304 -0.322012 0.181 0.153 -0.094 0.00
H 0.359065 3.829830 0.263977 -0.233 -0.471 -0.090 0.00
H -3.698977 -4.389242 -1.387617 -0.154 0.256 0.052 0.00
H -0.614671 -3.956267 -2.438520 0.122 -0.021 0.347 0.00
H 6.704953 -0.392634 2.063060 0.014 -0.203 -0.075 0.00
C -0.505867 -3.640817 -1.391155 -0.009 -0.227 -0.067 0.02
H 1.126346 2.630690 4.255521 -0.210 0.054 0.016 0.00
C 0.078573 -0.038848 1.127192 -0.471 1.008 0.156 0.01
C -2.314243 -0.047973 0.975598 0.262 0.080 -0.258 0.04
H -3.303928 -1.504027 2.233305 -0.002 0.028 -0.172 0.00
C 4.580044 -0.226989 1.844694 0.020 -0.100 -0.133 0.00
H -3.565002 3.070778 3.689574 0.028 -0.164 -0.218 0.00
H 1.925349 3.128230 1.898455 -0.207 0.283 0.289 0.00
H 3.038852 -4.222046 1.214209 0.094 -0.015 0.133 0.00
P 3.046762 -1.147306 1.418903 0.606 0.629 0.133 0.00
C 0.419636 2.869984 3.467571 -0.935 0.095 -0.096 0.00
N -0.395461 5.877545 -3.814231 0.180 -0.008 -0.306 0.00
H -0.988704 -1.894076 -0.167408 0.057 -0.106 -0.279 0.02
C -0.249299 5.967731 -2.493503 -0.261 -0.814 -0.173 0.00
C -0.952126 2.949776 3.700031 0.445 -0.073 0.190 0.00
H -1.371919 2.835618 4.702638 0.164 -0.002 -0.370 0.00
H 0.538641 -3.797913 -1.088982 -0.307 0.115 -0.080 0.00
C 3.621307 -3.915980 2.089991 0.071 -0.367 0.193 0.00
H 4.605044 0.663685 1.199031 0.087 -0.133 0.225 0.00
H -3.308813 -2.320592 0.186347 0.099 0.020 -0.504 0.01
C 3.435924 -1.819882 -0.254916 0.127 -0.486 0.224 0.00
H 4.433616 0.125334 2.878102 0.048 -0.008 -0.280 0.00
C -0.667350 4.684725 -4.356095 0.029 0.163 0.549 0.00
H -1.127258 -4.290217 -0.755914 0.134 0.221 -0.250 0.00
C -1.044466 1.173858 -0.815501 1.448 2.345 -0.504 0.02
H 4.293404 -2.501690 -0.157890 -0.276 0.070 -0.280 0.00
C 0.002891 -0.938654 2.189200 -0.140 -0.674 0.080 0.01
C 0.873477 3.156040 2.177789 -0.033 0.221 -0.393 0.00
H -2.302112 -1.218931 -4.896100 -0.154 0.116 0.145 0.00
C -0.891544 2.398768 -1.417346 -0.133 -2.926 1.408 -0.04
H 2.553694 -2.411814 -0.553531 0.339 -0.008 0.048 0.00
H -3.270596 0.328725 0.560164 0.365 -0.422 0.204 0.02
P -2.476713 -1.783209 -1.992021 0.401 -0.986 1.042 0.58
H -3.778450 3.404422 2.035702 0.507 -0.109 0.801 0.00
C -1.826295 3.110920 2.612734 -0.354 -0.672 -0.905 0.01
C -1.168476 -1.721144 2.384993 -0.567 3.307 -1.328 0.02
H -3.343978 0.208758 -4.968513 -0.005 -0.108 0.113 0.00
C -1.075068 0.421549 0.447515 0.302 -2.082 -0.331 0.02
C -4.431705 -3.602531 -1.164131 -0.309 -0.147 -0.097 0.02
H -4.483435 -1.429265 -0.789111 -0.007 -0.319 0.033 0.00
C 3.169224 -2.560718 2.617662 -0.191 0.016 -0.092 0.00
C 3.701685 -0.755075 -1.321447 -0.004 -0.014 -0.008 0.00
H 0.861796 -1.093648 2.846446 -0.146 -0.258 -0.722 0.00
H -0.778495 4.658408 -5.444966 0.015 0.015 0.403 0.00
H -3.994597 -1.342595 -4.387083 0.170 0.232 -0.019 0.00
H -0.132737 -1.488896 -1.676853 -0.189 -0.257 0.153 0.00
V -2.321406 2.379102 -0.261968 -3.248 1.716 1.304 1.87
N -1.396346 3.236076 1.314446 1.424 1.519 2.211 0.01
H -1.746204 0.265544 -2.929630 -0.413 -0.303 -0.080 0.01
N -3.190199 2.960124 2.753718 -0.159 0.485 -0.414 0.00
C -0.417272 4.871310 -1.648165 -0.357 -0.381 -0.208 0.00
H -3.461537 0.298700 -2.424618 0.188 -0.128 -0.326 0.02
H 4.684626 -3.947380 1.819048 -0.278 0.133 0.019 0.00
H 1.042019 0.363249 0.802808 -0.292 -0.306 0.436 0.00
H 3.913253 -1.248573 -2.279836 -0.009 0.231 0.213 0.00
H -0.406747 5.127795 -0.591369 0.023 -0.406 -0.314 0.00
C -2.351421 -1.100588 1.903797 0.425 -0.268 0.145 0.00
C -0.790293 3.510361 -3.606862 0.094 0.375 0.314 -0.01
C -0.886610 -2.156903 -1.226741 0.594 0.046 -0.376 0.08
H 5.871094 -1.915872 2.372007 -0.050 0.160 -0.155 0.00
H 0.005856 6.940098 -2.050561 -0.213 -0.364 -0.388 0.00
H 2.830900 -0.102676 -1.462710 0.079 -0.056 0.027 0.00
C -0.667735 3.562652 -2.194804 1.078 1.638 -1.767 0.01
C -2.693006 -0.299211 -2.948013 -0.101 0.511 -0.435 0.10
C -0.038245 3.465572 1.196187 0.122 -0.932 0.370 0.01
H 3.469131 -4.665567 2.878028 0.060 0.053 -0.269 0.00
H 6.088890 -1.330154 0.702562 -0.088 0.022 0.196 0.00
H 3.819337 -2.235310 3.445156 -0.234 -0.033 -0.217 0.00
C -3.759371 -2.258412 -0.812804 -0.703 -0.101 -0.106 0.08

=====

85
Properties=species:S:1:pos:R:3:forces:R:3:mulliken_charge:R:1 method="wB97M-V/def2-TZVPD" e_lumo_ev="-8.011 / -7.800" gap_ev="5.59 / 5.80" total_charge=+2 homo_ev="-13.60 / -13.60"
H 1.808171 5.195308 -2.116256 0.053 -0.048 -0.459 0.41
C -1.552991 -0.533734 -5.695397 0.304 -0.986 -0.714 -0.77
Sn 0.450955 -0.230388 -2.151731 -0.202 1.075 2.264 0.85
H 3.115458 -2.767790 0.235839 0.037 -0.008 0.140 0.43
C 1.451586 -2.310241 1.481309 -0.001 0.122 0.054 0.59
C 1.583921 1.007220 -4.986179 1.559 -2.211 -0.642 -0.68
C -1.870307 0.837719 -5.307259 -1.357 2.090 -1.128 -0.09
C -0.620539 1.934036 2.240750 -0.164 0.413 -0.160 0.21
H 0.226870 -0.442470 -6.863303 0.300 0.191 0.641 0.37
H -3.168944 3.252577 -3.422442 -0.268 -0.032 0.032 0.38
H -2.924773 0.930368 -5.050336 0.244 0.296 0.746 0.87
C -2.080149 0.063194 -2.648682 0.252 -0.413 0.298 -1.52
H 1.523336 2.015203 2.372223 -0.714 0.211 0.735 0.77
H -0.830716 4.096129 5.463183 0.316 -0.567 -0.296 0.58
H 1.336414 4.575373 -3.727942 0.164 0.044 0.240 0.38
H -1.316229 -0.314444 -3.401553 -0.981 0.322 0.469 0.11
H -2.743263 -3.482301 1.454819 0.037 0.155 -0.186 0.39
H -0.733379 3.390476 -3.334223 0.469 -0.161 0.274 0.94
P 1.295982 2.901335 -1.865002 -0.794 0.404 0.670 0.49
C -1.584063 -1.505512 3.485393 -0.045 0.497 0.167 -1.54
H -2.181506 -0.622176 -1.792406 0.082 -0.129 -0.129 0.61
C -0.391841 2.485782 -2.804948 1.007 -0.309 -0.292 -0.05
C -0.564077 -1.947049 2.518302 -0.018 -0.122 0.345 0.97
O -3.154769 4.174288 5.589493 0.062 -1.447 -2.224 -0.56
H 3.227208 -1.209399 1.061987 -0.061 -0.130 0.193 0.34
C 0.423770 -2.833868 0.645785 -0.195 0.250 -0.103 0.41
H -2.773274 2.084506 2.193469 0.238 0.065 0.290 0.65
N 1.704151 3.089008 4.892452 2.462 0.840 2.331 0.98
H -2.108021 -3.411696 -0.204107 -0.165 0.074 0.217 0.43
H 0.947824 -1.269890 4.717954 0.343 0.212 -0.343 0.42
H 2.970698 4.236845 -3.060066 -0.369 0.104 0.086 0.42
C -1.871725 2.375682 2.734130 -0.082 -0.057 0.432 -0.11
H -4.054968 1.715176 -3.088604 0.189 0.379 0.111 0.34
C -1.945885 3.146084 3.916085 2.032 -1.103 -1.414 -0.62
H -1.694376 2.928851 -5.168726 -0.078 -0.632 -0.186 0.64
H 1.005093 -4.505374 -0.522208 -0.009 0.353 -0.253 0.42
C 1.904859 4.353080 -2.816976 -0.124 0.566 0.166 -1.29
C 1.557307 -1.193509 3.802226 0.021 -0.161 0.275 -1.33
H 3.478369 -2.716912 1.968354 0.012 0.147 -0.096 0.44
C 2.889356 -2.249909 1.170607 0.304 -0.127 -0.251 -1.79
H 2.001108 2.487772 -6.464362 0.499 -0.299 0.281 0.55
H -3.019105 0.006257 -3.220422 0.465 -0.088 0.282 0.66
H 2.693998 0.886484 -4.931814 -0.967 0.343 1.271 0.99
C -3.416004 2.502454 -2.667190 0.037 0.517 0.159 -1.22
C 2.673697 1.750717 -2.459533 0.478 -0.480 0.170 -1.04
H -0.060965 1.633570 -7.359340 -0.095 0.078 0.598 0.29
H 1.795348 -0.132285 3.597556 -0.107 -0.303 0.146 0.26
O 0.489551 0.845632 0.365807 -0.270 -0.580 -0.719 -0.81
P -1.897385 1.809468 -1.899451 0.341 -0.182 0.514 0.54
H 3.409615 1.676207 -1.645138 -0.348 0.310 0.049 0.37
H -2.410428 -1.021377 2.941833 0.183 -0.136 0.211 0.31
H -1.137575 -0.782706 4.183645 -0.324 -0.220 -0.147 0.42
H -2.726945 -1.930875 0.586796 0.192 -0.173 0.140 0.19
C -1.225987 2.002421 -5.534030 -1.789 -0.696 -0.681 -0.70
O 1.648337 3.674410 5.994590 -0.396 -1.093 -2.438 -0.55
C -0.054309 -0.732150 -5.839766 -1.128 -0.548 -0.247 -1.04
H 1.316088 3.116342 -5.022459 0.011 -0.528 0.059 -0.30
C -0.603398 1.007820 1.012253 -2.143 -0.126 0.045 0.35
H 3.207917 2.174908 -3.318295 -0.285 -0.250 0.163 0.46
H 0.146956 -1.804882 -5.784978 0.108 0.044 -0.163 0.45
C -0.098211 2.277780 -6.463489 0.870 0.375 0.258 -1.29
H -2.025810 -0.808189 -6.646072 -0.032 0.223 -0.019 0.49
H 2.515283 0.681066 -2.697265 0.110 0.192 -0.071 0.29
C 0.821772 -0.127206 -4.756559 1.137 -0.463 -0.617 -0.34
C 1.254939 2.246666 -5.702211 -1.008 0.595 -1.544 -0.39
H -2.004254 -2.337773 4.075104 0.166 0.123 -0.241 0.37
H -0.325700 -3.563719 -1.223557 0.309 -0.030 0.136 0.31
O -1.731548 0.498699 0.746884 2.074 -0.130 0.091 -0.60
H 2.512163 -1.713465 3.970728 -0.241 0.219 -0.020 0.40
H 1.345172 -2.926682 -1.302048 -0.074 -0.381 0.290 0.32
C 0.622544 -3.478910 -0.673087 -0.103 -0.254 -0.230 -1.39
H -3.933057 2.974911 -1.817502 -0.039 -0.019 -0.562 0.41
C 0.843994 -1.795731 2.656711 -0.036 0.121 0.014 0.64
C 0.509389 3.035326 4.069782 -1.726 -0.899 -0.956 -0.84
H -0.252067 3.301688 -6.859371 0.206 -0.519 0.216 0.48
H -0.095399 1.776559 -3.585020 -0.496 0.541 -0.163 -1.33
C 0.569272 2.307271 2.860105 0.299 0.096 0.211 0.15
C -0.826905 -2.592627 1.281892 0.036 0.171 -0.195 0.60
H 1.163399 -1.036028 -4.132653 1.027 1.293 -1.295 0.70
C -0.747874 3.468033 4.564433 0.493 0.486 0.608 -0.23
C -2.169649 -2.868772 0.744404 -0.275 -0.249 -0.141 -1.49
O -4.275543 3.200186 3.973242 2.013 0.190 0.508 -0.56
N -3.212237 3.518498 4.523356 -2.008 1.490 1.609 0.97
O 2.750626 2.522171 4.500981 -2.251 0.792 0.108 -0.58
H -2.008545 -1.265615 -5.006906 0.230 0.280 0.016 0.28

=====

Record-wise energy above the lowest of the compared OMol25 structures with the same formula, charge and spin values, in kcal per mole: 98.4; 119.0
Record-wise calculated total energy values, in eV: -150579.832; -71469.237